(1)
Formula: C2H5ClN2
Source: the Open Molecules 2025 dataset
Level of theory: the ωB97M-V functional and the def2-TZVPD basis

Output
HOMO energy in eV: -9.48
Spin multiplicity: 1
Energy relative to the best compared isomer or geometry (same formula, charge and spin) in kJ/mol: 47.0
SMILES string: [H]/N=C(\N)CCl
DFT total energy in a.u.: -648.886008

CARTESIAN COORDINATES (ANGSTROEM)
H -2.72 -0.05 -0.32
N -2.07 -0.79 -0.14
C -1.03 -0.09 0.01
N -1.04 1.24 0.13
C 0.26 -0.77 0.25
Cl 1.80 0.08 -0.10
H -1.82 1.60 -0.27
H -0.28 1.93 0.28
H 0.25 -1.51 -0.54
H 0.33 -1.38 1.11

(2)
Formula: C2H5ClN2
Source: the Open Molecules 2025 dataset
Level of theory: the ωB97M-V functional and the def2-TZVPD basis

Output
HOMO energy (spin up / spin down) in eV: -5.68 / -8.78
Spin multiplicity: 3
⟨S²⟩: 2.024
Energy relative to the best compared isomer or geometry (same formula, charge and spin) in kJ/mol: 27.9
DFT total energy in a.u.: -648.671789

CARTESIAN COORDINATES (ANGSTROEM)
C 0.10 0.02 0.02
C -1.08 0.87 0.08
N 1.86 0.98 -0.16
N 0.14 -1.29 -0.06
Cl 3.05 -0.19 0.03
H -1.15 1.80 -0.58
H -1.92 0.27 -0.18
H -1.11 1.17 1.10
H -0.77 -1.66 -0.07
H 0.88 -1.98 -0.17

(3)
Formula: C2H5ClN2O
Source: the Open Molecules 2025 dataset
Level of theory: the ωB97M-V functional and the def2-TZVPD basis

Output
HOMO energy (spin up / spin down) in eV: -7.73 / -7.73
Spin multiplicity: 1
Energy relative to the best compared isomer or geometry (same formula, charge and spin) in kJ/mol: 469.5
DFT total energy in a.u.: -723.957282

CARTESIAN COORDINATES (ANGSTROEM)
C 0.49 -0.15 0.35
C -0.69 0.83 0.42
N 0.33 -0.24 1.64
N -0.68 0.67 1.83
O 1.48 -0.71 -0.43
Cl -2.30 0.27 -0.36
H 0.28 -0.19 -2.33
H -0.46 1.95 0.08
H 0.96 -0.79 2.24
H -0.48 -0.33 -2.30
H 1.06 -1.30 -1.13